Entry 1:
C34H60B2Br3FIN2O25S6 | the ωB97M-V functional and the def2-TZVPD basis

Structure (ORCA input):
```
! RIJCOSX wB97M-V def2-TZVPD def2/J DEFGRID3
* xyz 1 1
C 3.303 -4.018 -0.902
C 2.532 -3.193 -1.264
C 1.693 -1.992 -1.466
C 0.697 -1.724 -0.293
B 1.586 -1.122 0.941
C 3.160 -0.851 0.875
O 0.996 -0.774 2.127
N 0.039 -2.923 0.336
B 0.525 -3.955 1.359
N 0.318 -3.742 2.806
O 1.222 -5.088 0.953
C -1.153 -3.133 -0.098
Br -2.064 -4.649 0.607
C -1.627 -2.083 -1.185
C -3.160 -1.862 -1.078
C -3.867 -1.916 0.304
C -5.186 -2.757 0.180
C -6.302 -2.160 1.098
C -6.220 -2.743 2.537
C -5.300 -1.903 3.470
C -6.007 -0.600 3.983
C -5.433 0.664 3.268
C -4.311 1.360 4.084
O -4.314 2.757 3.764
C -3.686 2.990 2.527
C -1.321 -2.902 -2.489
Br -0.285 -4.557 -2.386
C -1.692 -2.546 -3.735
C -2.481 -1.290 -4.076
Br -1.201 -3.621 -5.259
C -0.586 -0.938 -0.738
C -0.342 -0.026 -1.964
C 0.791 1.042 -1.822
C 0.195 2.481 -1.968
I 0.335 3.051 -4.061
S -1.338 0.227 0.460
O -0.405 1.237 0.857
O -2.496 0.852 -0.101
F -1.716 -0.552 1.788
H 4.017 -4.701 -0.480
H 2.323 -1.112 -1.654
H 1.165 -2.144 -2.423
H 3.347 -0.127 0.059
H 3.735 -1.774 0.732
H 3.538 -0.380 1.794
H 1.492 -0.046 2.527
H -0.169 -4.583 3.128
H 1.246 -3.820 3.226
H 0.660 -5.840 1.200
H -3.647 -2.593 -1.742
H -3.395 -0.888 -1.533
H -4.216 -0.901 0.546
H -3.276 -2.251 1.163
H -4.986 -3.811 0.422
H -5.585 -2.684 -0.847
H -6.277 -1.061 1.103
H -7.272 -2.436 0.650
H -5.879 -3.790 2.525
H -7.230 -2.707 2.977
H -5.099 -2.536 4.354
H -4.334 -1.640 3.011
H -5.911 -0.486 5.073
H -7.068 -0.688 3.704
H -6.261 1.355 3.058
H -5.020 0.369 2.289
H -3.315 0.985 3.764
H -4.472 1.283 5.167
H -2.624 2.661 2.532
H -4.179 2.476 1.677
H -3.755 4.067 2.309
H -1.914 -0.355 -4.008
H -2.752 -1.370 -5.142
H -3.450 -1.224 -3.568
H -1.265 0.524 -2.202
H -0.123 -0.590 -2.879
H 1.522 0.897 -2.629
H 1.330 1.020 -0.864
H 0.767 3.196 -1.367
H -0.844 2.516 -1.618
C -8.308 5.202 6.398
C -8.436 6.153 5.227
O -7.589 5.598 4.214
S -7.589 3.993 4.338
O -8.521 3.464 3.405
O -6.239 3.544 4.394
O -8.242 3.899 5.808
H -7.382 5.374 6.951
H -9.153 5.268 7.079
H -8.123 7.164 5.474
H -9.458 6.173 4.842
C 8.426 -1.836 -2.350
C 7.956 -3.268 -2.213
O 7.685 -3.426 -0.813
S 7.166 -2.031 -0.211
O 5.742 -2.056 -0.167
O 7.946 -1.712 0.926
O 7.609 -1.092 -1.435
H 9.468 -1.727 -2.044
H 8.306 -1.456 -3.362
H 8.702 -3.986 -2.542
H 7.025 -3.435 -2.760
C 3.808 2.751 -6.259
C 3.472 1.305 -5.990
O 4.288 0.563 -6.899
S 5.671 1.354 -7.135
O 6.662 0.795 -6.282
O 5.871 1.508 -8.527
O 5.216 2.768 -6.513
H 3.296 3.116 -7.152
H 3.567 3.394 -5.416
H 2.420 1.084 -6.150
H 3.754 1.019 -4.972
C -1.060 2.882 7.281
C -1.577 1.463 7.387
O -1.812 1.263 8.783
S -2.266 2.657 9.450
O -3.682 2.680 9.532
O -1.436 2.908 10.570
O -1.819 3.622 8.240
H -0.005 2.942 7.559
H -1.195 3.299 6.285
H -0.865 0.731 7.011
H -2.528 1.347 6.862
C 10.127 2.143 -7.808
C 9.785 0.694 -7.536
O 10.602 -0.051 -8.444
S 11.990 0.731 -8.676
O 12.974 0.170 -7.822
O 12.191 0.881 -10.070
O 11.537 2.147 -8.056
H 9.620 2.509 -8.703
H 9.888 2.790 -6.967
H 8.734 0.476 -7.699
H 10.062 0.406 -6.518
*
```

The lowest unoccupied orbital energy comes out at -4.03 eV. The calculation puts the gap between HOMO and LUMO at 6.8477 eV. For the electronic energy, the calculation gives -377695.0983 eV. For the HOMO energy, the calculation gives -10.880 eV.

***

Entry 2:
C37H85CrN2O24 | the ωB97M-V functional and the def2-TZVPD basis

Structure (ORCA input):
```
! RIJCOSX wB97M-V def2-TZVPD def2/J DEFGRID3
* xyz 1 5
Cr 3.653 2.215 -0.360
N 2.389 2.134 -4.093
H 2.080 1.745 -3.213
H 3.348 2.391 -3.910
H 2.029 3.055 -4.297
H 2.192 1.638 -4.950
N 1.388 3.652 2.425
H 2.202 3.076 2.586
H 1.538 3.950 1.472
H 1.351 4.472 3.013
H 0.558 3.082 2.345
C 0.937 4.822 -1.718
C 2.237 5.204 -0.894
C 1.970 6.482 -0.095
O 2.651 4.155 -0.095
H 1.229 4.023 -2.401
H 0.677 5.641 -2.389
H 0.069 4.496 -1.146
H 3.028 5.443 -1.604
H 1.085 6.424 0.539
H 1.654 7.162 -0.885
H 2.867 6.904 0.359
C 0.037 0.857 -0.317
C 1.179 0.227 -1.099
C 0.525 -0.705 -2.115
O 2.101 1.164 -1.615
H 0.428 1.269 0.614
H -0.818 0.247 -0.028
H -0.452 1.575 -0.975
H 1.731 -0.340 -0.349
H -0.396 -0.293 -2.528
H 0.332 -1.684 -1.676
H 1.221 -0.935 -2.922
C 3.037 -0.709 2.341
C 3.554 0.638 2.792
C 4.769 0.426 3.659
O 3.627 1.552 1.721
H 3.574 -1.120 1.485
H 1.966 -0.781 2.151
H 3.092 -1.464 3.125
H 2.798 0.931 3.520
H 4.407 -0.259 4.426
H 5.031 1.373 4.131
H 5.620 0.017 3.115
C 3.906 -2.293 -2.624
C 4.111 -2.244 -1.111
O 5.448 -1.892 -0.920
C 5.895 -0.596 -0.645
O 5.164 0.403 -0.710
O 7.217 -0.511 -0.622
C 8.120 -1.577 -0.353
H 4.095 -1.403 -3.223
H 2.939 -2.743 -2.851
H 4.653 -3.007 -2.972
H 3.968 -3.218 -0.645
H 3.454 -1.494 -0.670
H 8.202 -2.389 -1.075
H 7.843 -2.097 0.564
H 9.138 -1.194 -0.281
C -4.499 2.686 5.985
C -3.394 2.611 4.826
O -2.698 1.391 4.881
C -1.662 1.201 4.107
O -0.954 2.091 3.571
O -1.455 -0.118 4.090
C -0.499 -0.713 3.245
H -4.043 2.402 6.933
H -5.372 2.038 5.908
H -4.833 3.715 6.117
H -2.734 3.474 4.914
H -3.889 2.679 3.857
H -0.552 -1.793 3.386
H 0.508 -0.386 3.505
H -0.611 -0.443 2.195
C -0.666 -2.570 -4.928
C -0.794 -3.577 -3.804
O -0.670 -4.930 -4.313
C -0.935 -6.011 -3.533
O -1.249 -5.972 -2.335
O -0.678 -7.093 -4.264
C -0.846 -8.430 -3.769
H 0.262 -2.711 -5.482
H -0.797 -1.531 -4.626
H -1.511 -2.653 -5.612
H -1.795 -3.426 -3.400
H -0.109 -3.400 -2.975
H -0.582 -9.187 -4.506
H -1.877 -8.617 -3.470
H -0.279 -8.651 -2.865
C 1.397 -4.528 5.958
C 0.943 -3.883 4.588
O 1.445 -4.617 3.465
C 0.934 -4.335 2.217
O 0.087 -3.489 1.971
O 1.753 -4.933 1.368
C 1.543 -4.838 -0.054
H 0.793 -4.215 6.810
H 2.460 -4.362 6.133
H 1.160 -5.592 5.961
H 1.236 -2.839 4.480
H -0.137 -3.740 4.626
H 2.119 -5.493 -0.707
H 1.830 -3.812 -0.284
H 0.531 -4.893 -0.455
C -0.992 2.340 -4.231
C -2.363 3.051 -4.063
O -3.474 2.165 -4.542
C -3.796 2.166 -5.859
O -3.157 2.764 -6.677
O -4.825 1.308 -6.049
C -5.243 1.157 -7.383
H -0.245 2.889 -3.658
H -0.729 2.114 -5.264
H -1.076 1.309 -3.886
H -2.387 4.027 -4.547
H -2.616 3.267 -3.025
H -4.460 0.793 -8.048
H -5.623 2.160 -7.579
H -5.956 0.341 -7.499
C -2.144 -3.114 -0.322
C -3.182 -3.468 0.779
O -3.695 -2.245 1.289
C -4.028 -2.232 2.558
O -3.738 -3.041 3.481
O -4.759 -1.119 2.709
C -5.396 -0.834 3.991
H -2.444 -2.296 -0.979
H -1.789 -4.007 -0.836
H -1.332 -2.696 0.273
H -2.656 -4.068 1.522
H -4.070 -4.035 0.498
H -5.934 -1.757 4.209
H -5.984 0.077 3.878
H -4.632 -0.696 4.756
C -3.093 1.576 0.835
C -3.818 2.870 0.508
O -3.594 3.872 1.449
C -2.385 4.462 1.586
O -1.341 3.981 1.193
O -2.468 5.719 2.215
C -1.440 6.607 2.099
H -2.060 1.802 1.100
H -3.235 0.916 -0.020
H -3.529 1.093 1.709
H -4.897 2.725 0.451
H -3.583 3.026 -0.545
H -1.272 7.354 2.874
H -1.622 7.156 1.175
H -0.469 6.115 2.149
*
```

The lowest unoccupied orbital energy (spin up / spin down) comes out at -2.74 / -2.90 eV. The calculation puts the gap between HOMO and LUMO (spin up / spin down) at 7.3538 / 7.4644 eV. For the electronic energy, the calculation gives -120280.5043 eV. For the HOMO energy (spin up / spin down), the calculation gives -10.089 / -10.369 eV.

***

Entry 3:
C35H66Cl10N8O6P | the ωB97M-V functional and the def2-TZVPD basis

Structure (ORCA input):
```
! RIJCOSX wB97M-V def2-TZVPD def2/J DEFGRID3
* xyz 1 1
C 0.968 -3.556 2.107
C -0.018 -4.646 1.651
O 0.027 -4.910 0.233
P -0.848 -3.913 -0.659
O -1.805 -3.076 0.080
C 0.353 -2.923 -1.640
C 0.655 -1.614 -0.829
C 0.233 -0.429 -1.737
N 0.874 0.820 -1.222
N 1.165 0.822 0.050
C 1.740 1.890 0.514
C 2.055 1.869 2.011
C 0.759 1.354 2.704
C -0.473 2.224 2.368
C -1.681 1.917 3.263
N -2.423 0.693 2.911
C -3.378 0.876 1.878
N -4.583 1.224 2.066
N -2.965 0.617 0.533
C 2.065 3.024 -0.292
C 2.776 4.238 0.223
C 4.058 4.430 -0.669
C 5.065 3.266 -0.524
C 4.882 2.105 -1.516
N 4.932 2.511 -2.929
C 4.256 1.627 -3.794
N 3.801 1.973 -4.935
N 4.090 0.261 -3.414
C 1.688 2.952 -1.619
C 1.068 1.793 -2.085
C 0.665 1.742 -3.544
C -0.868 1.740 -3.648
O -1.563 2.442 -2.956
O -1.382 0.855 -4.548
C -2.632 1.264 -5.096
C -2.805 2.651 -5.689
O -3.524 0.464 -5.097
O -1.661 -4.803 -1.742
C -2.375 -3.996 -2.685
C -1.893 -4.319 -4.124
H 1.900 -3.562 1.534
H 1.243 -3.817 3.139
H 0.512 -2.562 2.158
H 0.321 -5.571 2.132
H -1.024 -4.463 2.035
H 1.270 -3.504 -1.795
H -0.041 -2.683 -2.632
H 1.737 -1.612 -0.660
H 0.139 -1.593 0.129
H 0.606 -0.682 -2.727
H -0.859 -0.366 -1.666
H 2.232 2.870 2.401
H 2.882 1.179 2.215
H 0.872 1.413 3.793
H 0.559 0.313 2.421
H -0.768 2.086 1.317
H -0.271 3.310 2.490
H -2.383 2.758 3.181
H -1.414 1.861 4.327
H -1.809 -0.088 2.704
H -4.721 1.340 3.070
H -3.777 0.257 0.039
H -2.283 -0.137 0.604
H 2.177 5.145 0.147
H 3.162 4.114 1.235
H 4.544 5.346 -0.314
H 3.691 4.597 -1.689
H 4.919 2.829 0.477
H 6.112 3.586 -0.556
H 3.996 1.503 -1.282
H 5.726 1.419 -1.356
H 4.509 3.418 -3.086
H 3.990 2.962 -5.111
H 4.864 -0.301 -3.756
H 3.218 -0.021 -3.841
H 1.877 3.778 -2.297
H 1.055 2.627 -4.051
H 1.078 0.829 -3.980
H -1.853 3.099 -5.999
H -3.202 3.302 -4.903
H -3.504 2.622 -6.524
H -3.455 -4.154 -2.640
H -2.219 -2.918 -2.545
H -2.725 -4.279 -4.832
H -1.121 -3.620 -4.471
H -1.443 -5.318 -4.120
Cl -7.853 -2.519 2.236
C -8.050 -0.827 1.707
C -7.856 -0.670 0.221
Cl -6.165 -0.953 -0.259
H -7.346 -0.215 2.266
H -9.060 -0.525 1.981
H -8.106 0.347 -0.076
H -8.485 -1.356 -0.342
Cl 4.542 -1.914 6.868
C 2.805 -2.295 6.959
C 2.206 -2.534 5.596
Cl 2.145 -1.042 4.617
H 2.307 -1.478 7.476
H 2.708 -3.194 7.564
H 1.180 -2.885 5.701
H 2.768 -3.279 5.038
Cl 7.004 -1.565 -3.634
C 7.513 -2.990 -4.579
C 7.169 -2.850 -6.040
Cl 5.409 -2.900 -6.319
H 7.046 -3.869 -4.141
H 8.591 -3.080 -4.460
H 7.604 -3.676 -6.600
H 7.548 -1.918 -6.452
Cl -8.555 -5.105 7.309
C -7.454 -4.632 5.991
C -7.022 -5.811 5.156
Cl -5.957 -6.921 6.058
H -6.600 -4.122 6.432
H -7.993 -3.920 5.368
H -6.457 -5.462 4.293
H -7.877 -6.381 4.799
Cl 2.169 7.412 2.064
C 0.450 7.868 2.177
C -0.421 6.740 2.675
Cl -0.582 5.390 1.507
H 0.129 8.217 1.198
H 0.395 8.703 2.873
H -1.428 7.114 2.850
H -0.041 6.327 3.607
*
```

The lowest unoccupied orbital energy comes out at -3.73 eV. The calculation puts the gap between HOMO and LUMO at 7.1812 eV. For the electronic energy, the calculation gives -196081.8121 eV. For the HOMO energy, the calculation gives -10.911 eV.

***

Entry 4:
C20H17F3N2O6ReS | the ωB97M-V functional and the def2-TZVPD basis

Structure (ORCA input):
```
! RIJCOSX wB97M-V def2-TZVPD def2/J DEFGRID3
* xyz 0 4
Re -0.047 1.441 -1.215
N 0.636 0.295 -2.958
C 1.909 -0.402 -2.490
C 1.655 -0.873 -1.090
O 2.331 -1.780 -0.658
O 0.739 -0.139 -0.417
H -0.086 -0.442 -3.189
H 0.706 0.804 -3.841
H 2.624 0.404 -2.353
H 2.282 -1.239 -3.141
C 5.257 -1.064 3.623
C 4.316 -0.014 3.060
C 3.305 0.651 3.730
C 2.557 1.630 3.115
C 2.714 1.911 1.748
C 3.800 1.318 1.122
C 4.547 0.347 1.734
S 1.682 2.939 0.609
O 2.094 2.419 -0.726
O 1.953 4.318 0.897
N -0.001 2.632 0.521
C -0.904 3.880 0.111
C -0.615 4.174 -1.402
O -1.204 5.044 -2.001
O 0.034 3.147 -2.052
H 4.884 -2.103 3.653
H 5.521 -0.832 4.715
H 6.208 -1.071 3.061
H 3.108 0.503 4.786
H 1.854 2.194 3.698
H 4.077 1.680 0.111
H 5.327 -0.127 1.153
H -0.656 4.707 0.725
H -1.921 3.542 0.261
F -6.964 -4.650 -1.139
C -5.693 -4.578 -0.655
F -5.719 -4.889 0.636
F -4.878 -5.527 -1.259
C -5.020 -3.278 -0.944
C -3.743 -3.351 -1.505
C -3.023 -2.222 -1.473
C -3.498 -0.976 -0.988
C -4.876 -0.921 -0.580
C -5.604 -2.062 -0.507
C -2.634 0.105 -1.169
C -1.840 1.045 -1.304
H -3.310 -4.252 -1.839
H -1.971 -2.228 -1.843
H -5.275 0.037 -0.234
H -6.639 -2.145 -0.097
*
```

The lowest unoccupied orbital energy (spin up / spin down) comes out at -0.29 / -1.55 eV. The calculation puts the gap between HOMO and LUMO (spin up / spin down) at 7.3955 / 7.8902 eV. For the electronic energy, the calculation gives -57395.7352 eV. For the HOMO energy (spin up / spin down), the calculation gives -7.690 / -9.443 eV.